Record 1
The following is a DFT calculation (ωB97M-V with the def2-TZVPD basis set) of 11 unconnected molecules or ions with the total composition C5H32N2O11 in a non-equilibrium geometry.

```
50
C5H32N2O11 ωB97M-V with the def2-TZVPD basis set
H -0.46740 2.67746 -3.11086
H 0.06466 3.28708 0.35113
N 0.55367 0.27754 0.37183
H -3.92336 -2.98768 1.77506
H 0.38924 0.08171 2.46921
H -1.41007 -1.25908 -0.98784
H -2.78772 3.18358 1.43680
H 3.11677 4.51020 -1.20225
O -0.01768 4.16039 -0.03111
O -1.40146 1.29509 2.36250
H 2.42606 -3.34078 0.38527
H -0.16294 0.17413 -3.28281
H 1.92555 -0.54883 1.51427
H -2.78574 -0.50710 -0.09148
H 3.82170 -0.14019 -1.74291
H 0.31970 -1.40986 1.68066
C 0.80519 -0.40349 1.58943
H 0.34822 -2.36913 3.32747
O -4.54133 -2.39992 2.22361
O 4.09844 0.09290 -0.84212
O 0.22374 -4.58733 -0.38217
H 2.80291 -4.79224 0.68702
H 0.82033 -2.43454 -2.03605
N -2.37122 2.52574 0.75330
H 0.15571 -3.12790 1.88864
C -0.90839 0.61877 0.11901
C -1.73538 -0.61632 -0.04566
O 2.61655 -3.97854 1.12153
H 5.01536 0.31088 -0.76765
H -3.70739 3.42469 -0.50763
O 0.57373 -0.49558 -3.09948
O 2.62509 4.13279 -0.43311
H 0.99878 -4.00604 -0.30239
C -1.56270 1.49849 1.16734
H 1.43943 -1.49146 -1.00064
H -3.32485 1.78419 -1.07410
O -0.11614 -3.11973 2.85308
O -0.20897 1.95838 -2.43917
H 0.99323 1.20329 0.44453
H -0.75018 1.18781 -0.87431
O 1.14217 -2.45918 -1.12789
C -2.86484 2.75326 -0.68231
H 3.34324 3.77158 0.07643
H -1.41964 -1.33389 0.62357
H 0.72354 -0.30133 -2.17573
H -4.03164 -1.69232 2.71030
H -0.33037 -4.23307 0.35569
H -1.98980 2.89450 -1.25951
H 0.75652 4.15576 -0.56410
H 0.71969 2.07534 -2.22436
```

Structure (SMILES): CNC(=O)[C@H](C)NC.O.O.O.O.O.O.O.O.O.O
Kohn-Sham gap, eV: 8.64

=====

Record 2
The following is a DFT calculation (ωB97M-V with the def2-TZVPD basis set) of 14 unconnected molecules or ions with the total composition C10H48O14 in a non-equilibrium geometry.

```
72
C10H48O14 ωB97M-V with the def2-TZVPD basis set
H 1.76821 3.67248 -0.52767
H 3.22731 1.75502 -3.54853
H 1.31876 3.40105 1.90612
H -0.30045 2.81896 -3.60415
H 4.28419 0.48056 -3.29443
C -1.23390 2.33169 -3.88585
O -1.34120 1.60849 5.43789
H -0.54635 1.15404 3.51304
H -3.87396 -2.52905 3.29640
H -1.67379 3.90637 1.37516
H 0.18690 -0.25462 -4.70090
O 0.34681 -0.95784 -2.87128
H -1.35024 1.63111 -3.05896
H 1.45100 2.93844 3.34152
H 1.84807 -3.98935 0.42394
H -2.13379 -0.37635 -1.32557
H -2.23058 1.30090 3.52449
H -5.15492 -3.10960 1.48741
O -4.01116 -0.29096 -0.37164
H -3.48467 -0.75368 -2.29937
C 0.34708 0.14657 0.74993
O 0.43978 0.95544 -0.37813
H 0.57176 0.40842 -1.15591
O 1.00223 3.58052 2.79146
H -4.30393 -0.98829 0.21964
H 0.89532 0.75757 1.46701
C -2.00211 3.45385 0.43946
O 3.41010 -1.50620 -0.63188
O 1.12688 -3.62152 0.93464
H 0.90459 -0.77869 0.60436
C 2.42931 -3.32596 4.07917
H 3.64208 0.33590 0.26270
H 5.03702 -0.73441 0.31256
H 1.58217 -3.16299 4.74542
O 2.38049 0.54387 -2.34893
H -2.97550 -3.19499 1.88709
O -4.68850 -2.27203 1.53779
C -1.34174 1.72661 3.99014
H -2.89958 -1.99939 -1.21716
H 2.00140 -2.59928 2.32040
H 3.32523 -3.33634 4.69991
H 0.51302 -3.29039 0.27909
C 3.58786 1.11357 -2.74439
O -1.33571 1.74234 -5.13378
O -0.46846 -2.96013 -1.17752
C -3.50058 -2.32983 2.29191
H 4.03822 1.76998 -1.99981
H 1.38706 2.26394 -0.12439
H -2.03354 3.02213 -3.61758
H -1.28290 3.70092 -0.34143
H 3.53549 -2.45282 -0.53295
H -0.13649 -2.30823 -1.79481
H -0.67708 -0.10748 1.02318
O -3.24943 4.12557 0.09618
H -0.78266 -1.66591 -4.43001
H -0.95861 -3.57730 -1.72076
H 3.74370 -1.02969 1.40782
H 2.65005 -0.08192 -1.67268
O 1.87627 3.03060 0.17415
C 0.20226 -1.24080 -4.23687
H -1.47168 0.66826 5.58120
O 2.55374 -2.32221 3.05508
H 2.17854 -4.21646 3.50278
H 0.92610 -1.88228 -4.73952
H -1.31022 2.76612 3.66377
H -2.94253 -1.42409 2.05458
C 3.95018 -0.70200 0.38895
H 1.19867 -0.51584 -2.89492
H -3.07661 5.06980 0.10876
C -3.07423 -0.92703 -1.30459
H -2.12848 2.37126 0.42812
H -1.89219 2.26394 -5.71676
```

Kohn-Sham gap, eV: 9.73

=====

Record 3
The following is a DFT calculation (ωB97M-V with the def2-TZVPD basis set) of C4H6 in the gas phase in a non-equilibrium geometry.

```
10
C4H6 ωB97M-V with the def2-TZVPD basis set
H 1.91450 -0.24345 1.04507
H 0.34429 1.04707 -0.94574
H 0.13641 1.17423 0.88501
C 1.33001 -0.44467 0.02166
H 0.80334 -1.37910 -0.11175
C -1.12229 0.03262 0.08874
C 0.21639 0.54222 -0.00883
C -2.29742 -0.23206 0.04701
H -3.33266 -0.38861 -0.22397
H 2.00743 -0.10826 -0.79721
```

Structure (SMILES): C#CCC
Kohn-Sham gap, eV: 10.84

=====

Record 4
The following is a DFT calculation (ωB97M-V with the def2-TZVPD basis set) of a molecular structure, C53H40N3O6RbS3 in a non-equilibrium geometry.

```
106
C53H40N3O6RbS3 ωB97M-V with the def2-TZVPD basis set
O -2.71472 3.93981 -0.97394
C -5.91296 1.52511 -3.33754
H 3.01415 -0.42909 3.47415
H 4.23240 -1.72102 0.45807
O 0.00285 0.16997 -1.67755
H -0.83733 -2.34132 -8.00341
H -3.86165 4.78267 2.78922
S 0.52646 -0.57188 1.98295
C -3.40551 4.52506 1.81934
H -7.51364 2.65416 -2.50365
C -4.24701 4.74387 0.66155
H 3.25017 -1.56880 -2.59621
C -6.39304 5.59917 -0.11294
C 1.62357 -1.84042 2.65695
C -4.74013 0.76539 -3.13887
H 4.48943 -2.16803 4.39757
C 4.37063 2.03609 -1.78301
H -2.87117 -3.41454 -5.33351
C -0.82061 -1.70848 -3.28533
H 4.66480 3.05154 -1.55489
C 2.08768 1.39084 1.07194
H -6.64011 5.64947 -2.25092
C -4.74446 4.86241 -1.71070
H 0.62830 1.05318 4.23391
C 2.69122 -3.03984 -0.27500
H 3.23944 3.06398 0.43389
C -5.51183 5.27471 0.89996
H 4.80709 -0.39732 -4.08430
H -1.02701 5.13294 4.12025
C 1.27972 -3.17132 2.52193
C 4.21038 -4.85057 4.23242
C -0.82496 2.99288 3.24115
H 2.37621 3.09527 7.57131
H -1.99649 -3.57381 -7.51710
C 2.16519 -0.60368 -0.32412
C 1.76287 -2.00579 -0.61526
H -7.36826 6.01642 0.10728
H -4.43739 4.67566 -2.73248
H 5.16700 -4.81160 3.71096
H 2.14520 1.03009 6.21139
C -1.93680 -2.40559 -3.69571
N -4.36409 0.57023 -1.84284
C 1.01270 4.21730 6.37048
H 0.93660 -1.67235 -6.15920
C 3.58819 -2.45218 3.86946
O -0.79903 1.96263 2.53400
H -4.65601 0.85168 0.15407
O -0.49725 5.35636 4.97467
C 1.60061 1.92614 5.94708
C -6.64209 2.04770 -2.30779
C 1.72321 3.07966 6.70651
H 1.09890 5.12500 6.95286
C 4.81563 -3.75429 0.64157
H 1.63579 1.88378 1.92048
C 4.43940 0.09089 -3.19077
C 2.95642 2.03813 0.24027
C 4.84537 1.40725 -2.89745
C -1.98495 -2.89584 -4.99478
H 0.76155 -5.73503 -1.08378
C 3.57383 -0.56343 -2.36256
H 1.86625 -5.18900 2.91349
H 5.52625 1.91976 -3.56488
C 0.76022 1.93531 4.84767
O -3.31222 -0.13474 -1.53498
H -6.70703 2.24966 -0.14163
H 1.04443 -0.82585 -3.82990
C -3.81678 4.47136 -0.69001
C 3.47343 1.38400 -0.90302
H -0.26676 -3.92260 -7.48190
H 2.95119 -6.44052 -0.24152
O -0.55900 -1.30635 1.29346
H 4.40787 -4.71285 5.29526
C 0.54463 -2.34477 -1.13899
N -2.19987 4.10093 1.79870
N -1.56257 4.07172 3.03836
C 2.11628 -4.14473 3.04562
S -0.72415 -1.12153 -1.59444
C 0.17544 -3.69771 -1.28677
Rb -1.54353 1.72171 -0.28022
C 4.46210 -5.10006 0.44663
C -1.01865 -3.15116 -7.29882
H -0.80391 -3.92842 -1.67734
C 0.16267 4.22975 5.26239
C 1.04432 -4.69720 -0.96146
H -2.77757 -2.50257 -3.02901
C -5.07535 1.07830 -0.81890
H -6.19804 1.68431 -4.36847
C 0.03639 3.06067 4.47937
C -6.21256 1.81792 -0.99694
H 5.77141 -3.50927 1.08576
C 1.72320 0.06056 0.79758
C 2.76594 -1.47293 3.35171
C 3.24458 -5.40824 -0.09291
C 0.14222 -1.90064 -5.45911
C -5.97346 5.39516 -1.43074
H -5.79874 5.44841 1.93403
S -3.86856 0.11008 -4.43205
C 3.28105 -3.80062 3.71119
C 3.95592 -2.75212 0.28839
H 0.37974 -3.42294 1.98370
C 3.07055 0.06116 -1.19504
H 5.15064 -5.88521 0.72991
C 0.21505 -1.43071 -4.16440
C 2.33281 -4.39240 -0.45662
C -0.95288 -2.65302 -5.88431
H 3.79257 -5.84386 4.08914
```

Charge: -2
Kohn-Sham gap, eV: 4.82

=====

In order of appearance, ΔE to the lowest compared entry with this formula, charge and spin = 125.92 102.30 36.05 9.28 kcal per mole.
In order of appearance, LUMO = -0.462 0.042 1.053 3.407 eV.